Here is 13 unconnected molecules or ions with the total composition C50H138N12O14 from the OMol25 dataset. Energies are from ωB97M-V with the def2-TZVPD basis set.

Cartesian coordinates (Å):
C: 12.72 9.38 16.46
C: 14.12 8.77 16.25
O: 15.04 9.68 16.79
O: 11.64 8.54 16.02
H: 12.70 10.34 15.93
H: 12.50 9.75 17.46
H: 14.35 8.73 15.19
H: 14.28 7.77 16.63
H: 15.88 9.24 16.68
H: 10.80 8.96 16.20
C: 12.03 6.06 13.84
C: 12.57 7.17 12.98
C: 12.83 6.77 11.51
O: 13.66 7.73 10.95
C: 14.04 7.30 9.61
N: 11.69 8.31 13.06
H: 11.87 6.37 14.87
H: 12.73 5.23 13.92
H: 11.09 5.63 13.49
H: 13.49 7.57 13.40
H: 11.91 6.56 10.95
H: 13.31 5.79 11.57
H: 14.45 6.30 9.63
H: 14.78 7.98 9.19
H: 13.22 7.41 8.90
H: 12.02 9.07 12.48
H: 11.76 8.70 13.99
C: 18.58 0.27 12.12
C: 17.35 1.05 12.64
C: 17.44 2.60 12.28
O: 16.29 3.25 12.86
C: 15.75 4.34 12.11
N: 16.15 0.56 11.98
H: 19.37 0.66 12.76
H: 18.67 0.47 11.05
H: 18.37 -0.80 12.20
H: 17.30 0.87 13.72
H: 17.33 2.76 11.21
H: 18.42 3.01 12.55
H: 14.87 4.81 12.55
H: 15.44 3.98 11.13
H: 16.54 5.09 12.06
H: 16.22 0.72 10.99
H: 15.38 1.19 12.14
C: 8.69 5.41 10.72
C: 8.81 6.96 10.85
C: 7.84 7.62 9.92
O: 8.39 7.54 8.53
C: 7.60 8.24 7.57
N: 8.48 7.25 12.23
H: 9.40 4.99 11.44
H: 9.04 5.18 9.72
H: 7.68 5.04 10.87
H: 9.84 7.15 10.56
H: 7.65 8.66 10.17
H: 6.87 7.11 9.96
H: 7.40 9.27 7.86
H: 6.65 7.69 7.53
H: 8.13 8.16 6.63
H: 9.35 7.25 12.74
H: 8.30 8.24 12.28
C: 13.62 2.14 14.35
C: 12.36 1.16 14.41
C: 10.95 1.97 14.28
O: 9.84 1.07 14.20
C: 9.43 0.59 15.46
N: 12.50 0.30 13.24
H: 13.68 2.82 15.19
H: 13.52 2.68 13.40
H: 14.55 1.57 14.41
H: 12.41 0.61 15.35
H: 10.90 2.64 13.43
H: 10.91 2.56 15.19
H: 8.83 1.23 16.10
H: 10.29 0.44 16.11
H: 8.97 -0.40 15.49
H: 11.59 -0.14 13.18
H: 12.45 0.83 12.39
C: 8.46 12.30 9.36
C: 9.76 11.53 9.71
C: 10.98 12.19 9.13
O: 12.00 11.30 8.78
C: 11.65 10.69 7.49
N: 9.83 11.49 11.17
H: 7.62 11.67 9.65
H: 8.36 12.45 8.28
H: 8.34 13.26 9.86
H: 9.61 10.56 9.23
H: 11.44 12.82 9.89
H: 10.74 12.88 8.32
H: 12.41 9.95 7.25
H: 11.88 11.43 6.73
H: 10.70 10.20 7.30
H: 10.49 10.80 11.48
H: 9.97 12.39 11.61
C: 19.31 3.74 6.78
C: 18.88 5.22 6.72
C: 18.93 5.94 8.14
O: 18.01 7.03 8.00
C: 17.86 7.76 9.21
N: 19.77 5.75 5.71
H: 19.40 3.32 5.78
H: 18.51 3.24 7.33
H: 20.28 3.77 7.27
H: 17.87 5.30 6.31
H: 19.97 6.21 8.31
H: 18.56 5.26 8.91
H: 18.85 8.07 9.56
H: 17.36 7.10 9.91
H: 17.15 8.59 9.20
H: 19.49 5.37 4.82
H: 19.65 6.74 5.61
C: 15.71 3.72 8.09
C: 15.40 2.71 6.99
C: 14.53 1.49 7.41
O: 15.04 0.85 8.54
C: 14.28 -0.25 8.99
N: 14.64 3.44 5.94
H: 16.01 3.10 8.94
H: 14.89 4.33 8.48
H: 16.61 4.32 8.00
H: 16.26 2.22 6.54
H: 14.48 0.75 6.62
H: 13.50 1.79 7.64
H: 13.27 0.16 9.11
H: 14.77 -0.57 9.91
H: 14.37 -1.05 8.27
H: 14.39 2.72 5.27
H: 15.23 4.09 5.45
C: 10.56 -0.87 9.83
C: 9.82 0.47 9.85
C: 10.79 1.65 9.75
O: 11.64 1.67 10.83
C: 12.73 2.65 10.72
N: 8.79 0.46 8.80
H: 11.16 -1.05 8.94
H: 9.90 -1.73 9.98
H: 11.25 -0.88 10.67
H: 9.29 0.46 10.80
H: 10.22 2.58 9.71
H: 11.40 1.55 8.85
H: 12.54 3.57 11.28
H: 12.99 2.99 9.72
H: 13.52 2.13 11.27
H: 8.15 1.22 8.98
H: 9.16 0.75 7.91
C: 12.53 2.14 20.97
C: 13.81 3.03 20.95
C: 13.61 4.37 20.22
O: 13.28 4.17 18.82
C: 12.63 5.31 18.27
N: 14.25 3.17 22.28
H: 12.79 1.15 21.34
H: 12.21 2.06 19.93
H: 11.74 2.61 21.56
H: 14.50 2.53 20.27
H: 14.46 5.03 20.39
H: 12.76 4.89 20.66
H: 12.34 5.16 17.23
H: 13.38 6.10 18.18
H: 11.78 5.82 18.73
H: 13.93 4.00 22.76
H: 15.20 3.52 22.28
C: 11.37 5.07 7.91
C: 11.40 4.90 6.35
C: 12.17 6.05 5.60
O: 11.81 6.06 4.24
C: 12.54 7.15 3.55
N: 11.84 3.52 6.03
H: 12.37 5.03 8.35
H: 10.77 4.32 8.42
H: 10.82 5.96 8.20
H: 10.37 4.99 5.99
H: 13.25 6.13 5.69
H: 11.97 7.03 6.04
H: 12.17 8.13 3.88
H: 12.35 7.22 2.48
H: 13.59 7.04 3.83
H: 12.83 3.42 6.21
H: 11.82 3.49 5.02
C: 7.35 4.65 18.96
C: 8.25 5.78 18.62
C: 8.92 5.60 17.21
O: 8.06 4.84 16.29
C: 8.58 4.77 15.00
N: 7.35 6.93 18.65
H: 7.86 3.70 18.83
H: 6.48 4.73 18.31
H: 7.07 4.57 20.01
H: 9.01 5.92 19.38
H: 9.83 5.07 17.49
H: 9.20 6.59 16.85
H: 8.92 5.74 14.66
H: 7.94 4.34 14.23
H: 9.43 4.08 15.02
H: 6.52 6.60 18.17
H: 7.07 6.89 19.62
C: 14.08 12.41 11.75
C: 14.25 11.02 11.33
C: 15.18 10.27 12.32
O: 16.46 10.86 12.42
C: 17.23 10.31 13.45
N: 12.97 10.31 11.34
H: 13.42 12.48 12.61
H: 13.80 13.02 10.88
H: 15.02 12.86 12.07
H: 14.74 10.91 10.36
H: 15.34 9.25 11.96
H: 14.60 10.29 13.24
H: 18.16 10.86 13.49
H: 17.53 9.27 13.32
H: 16.76 10.37 14.43
H: 12.50 10.79 10.58
H: 13.20 9.45 10.87

Computed properties:
**Energy relative to the best compared isomer or geometry (same formula, charge and spin)**: 114.1 kcal per mole
**Multiplicity**: 1
**F_max**: 2.95 eV/Å
**Lowest unoccupied orbital energy**: 0.28 eV
**Total charge**: 0
**Kohn-Sham gap**: 8.735 eV

Atom charges from the Löwdin analysis, given in e for atoms 1 to 99: -0.2020 -0.2429 -0.0627 -0.0972 0.1158 0.1198 0.0934 0.1116 0.0853 0.0965 -0.0416 -0.4178 -0.1966 -0.2129 -0.0396 0.0688 0.0597 0.0635 0.0628 0.1218 0.1177 0.0856 0.0730 0.0792 0.0829 0.0197 0.0442 -0.0604 -0.3954 -0.1552 -0.2176 -0.0905 0.0476 0.0753 0.0737 0.0768 0.1332 0.1023 0.1139 0.0647 0.0656 0.0892 0.0469 0.0308 -0.0485 -0.4497 -0.1580 -0.2183 -0.1085 0.0586 0.0618 0.0492 0.0822 0.1139 0.1127 0.1268 0.0727 0.0841 0.0860 0.0336 0.0646 -0.0473 -0.3429 -0.1763 -0.1835 -0.1189 0.0464 0.0678 0.0386 0.0668 0.1202 0.1120 0.0971 0.0826 0.0732 0.0886 0.0557 0.0182 -0.0645 -0.4197 -0.2366 -0.2028 -0.0618 0.0495 0.0655 0.0712 0.0762 0.1248 0.1191 0.1219 0.0760 0.0880 0.0860 0.0453 0.0770 -0.0602 -0.4419 -0.1626 -0.2049



Here is 3 unconnected molecules or ions with the total composition C3H14N2O2 from the OMol25 dataset. Energies are from ωB97M-V with the def2-TZVPD basis set.

Cartesian coordinates (Å):
N: -0.22 0.51 0.13
C: 0.19 -0.36 -1.06
C: -0.61 -1.71 -0.95
C: -0.03 0.46 -2.30
N: 0.29 1.87 -2.10
H: -1.13 0.94 0.07
H: -0.17 -0.01 0.99
H: 1.31 -0.44 -0.97
H: 0.06 -2.45 -1.38
H: -0.82 -2.02 0.08
H: -1.62 -1.88 -1.41
H: -1.23 0.55 -2.43
H: 0.48 0.01 -3.15
H: 1.16 2.37 -2.51
H: 0.33 2.09 -1.07
H: 1.44 -2.24 1.86
H: 1.42 -1.11 2.69
O: 0.77 -1.82 2.29
H: -0.29 1.26 3.26
H: -0.91 2.39 3.88
O: -0.43 1.58 4.06

Computed properties:
**Energy relative to the best compared isomer or geometry (same formula, charge and spin)**: 52.2 kcal per mole
**Multiplicity**: 1
**F_max**: 6.59 eV/Å
**Lowest unoccupied orbital energy**: 0.54 eV
**Total charge**: 0
**Kohn-Sham gap**: 9.195 eV
**Structure (SMILES)**: C[C@H](N)CN.O.O

Here is what natural (NBO) gives for the atomic charges, in e: -0.8912 -0.0565 -0.6448 -0.2150 -0.8934 0.3585 0.3730 0.1873 0.2040 0.2256 0.2200 0.1655 0.2071 0.3687 0.3870 0.4583 0.4649 -0.9191 0.4512 0.4652 -0.9162



Here is a molecular structure, C10H5Cl5O6Ru from the OMol25 dataset. Energies are from ωB97M-V with the def2-TZVPD basis set.

Cartesian coordinates (Å):
Ru: -0.30 0.39 -0.48
O: -1.47 1.65 -4.19
C: -1.23 1.48 -2.93
O: -1.39 0.44 -2.32
C: -0.67 2.73 -2.29
O: -0.34 2.47 -0.91
C: 0.96 2.99 -0.53
C: 2.03 1.95 -0.89
O: 3.18 2.22 -1.02
O: 1.50 0.74 -1.09
H: -1.85 0.84 -4.59
H: 0.22 3.02 -2.86
H: -1.40 3.53 -2.34
H: 1.16 3.94 -1.02
H: 0.93 3.14 0.55
Cl: 0.59 -4.00 4.92
C: 0.20 -3.24 3.44
C: 0.37 -1.86 3.31
Cl: 0.95 -0.89 4.59
C: 0.05 -1.29 2.09
Cl: 0.20 0.43 1.82
C: -0.42 -2.00 1.01
O: -0.72 -1.38 -0.15
C: -0.60 -3.38 1.15
Cl: -1.19 -4.27 -0.19
C: -0.28 -3.99 2.36
Cl: -0.49 -5.68 2.53

Computed properties:
**Energy relative to the best compared isomer or geometry (same formula, charge and spin)**: 4.1 kcal per mole
**Multiplicity**: 2
**F_max**: 1.04 eV/Å
**Lowest unoccupied orbital energy (alpha / beta)**: -4.95 / -5.70 eV
**Total charge**: +1
**Kohn-Sham gap (alpha / beta)**: 7.117 / 6.415 eV
**⟨S²⟩**: 0.755

Here is what natural (NBO) gives for the atomic charges, in e: 1.2631 -0.6018 0.8222 -0.5941 -0.1941 -0.5128 -0.1968 0.7272 -0.5051 -0.6351 0.5317 0.2515 0.2586 0.2387 0.2412 0.1136 -0.0816 -0.1042 0.1034 -0.0337 0.1758 0.2146 -0.5607 -0.0778 0.1022 -0.0620 0.1162